Below is a 5-piece molecular cluster, C23H56NO11 overall, with properties calculated with wB97M-V/def2-TZVPD.

Geometry as XYZ:
```
91
Properties=species:S:1:pos:R:3:forces:R:3
C -4.0157 1.1035 -2.5976 -0.0233 0.0165 -0.0506
C -3.5953 2.4504 -2.0179 -0.0555 -0.0635 0.1181
O -3.6288 3.5133 -2.9611 -0.0624 0.0304 0.0692
C -4.9418 3.7645 -3.4747 -0.0225 -0.1522 -0.0843
C -5.9725 4.1452 -2.4165 0.1062 -0.0335 -0.1028
O -6.5523 3.0217 -1.8184 -0.1906 0.1754 0.0787
N -7.5687 2.4333 -2.7469 0.1874 -0.1873 0.1236
C -8.8298 2.8664 -2.2274 -0.0420 0.0608 -0.1270
C -9.8917 1.7621 -2.0754 -0.0386 -0.0689 0.0141
C -10.4130 1.1375 -3.3580 0.0310 0.1046 -0.0446
O -9.4954 0.1949 -3.9091 -0.0711 -0.1418 -0.0202
H -5.0982 0.9739 -2.5473 -0.0035 0.0491 -0.0619
H -3.7012 1.0373 -3.6433 0.0459 -0.0417 0.0476
H -3.5324 0.2913 -2.0473 -0.0299 0.0278 0.0265
H -4.2479 2.6852 -1.1709 0.0440 -0.0142 0.0245
H -2.5662 2.4041 -1.6540 0.0391 0.0374 -0.1375
H -5.3259 2.8740 -3.9824 -0.0762 0.0847 -0.0329
H -4.8161 4.5577 -4.2165 0.0570 0.0456 0.0724
H -5.4765 4.7372 -1.6293 0.0114 -0.0110 -0.0463
H -6.7391 4.7741 -2.8907 -0.0292 -0.0211 0.0366
H -8.6926 3.3153 -1.2328 -0.0421 -0.0113 -0.0034
H -9.3476 3.6598 -2.8448 0.0257 0.0279 0.0551
H -10.7757 2.2198 -1.6033 0.0411 -0.0218 0.0434
H -9.5261 0.9721 -1.4103 0.0421 0.0077 -0.0690
H -11.3672 0.6289 -3.1547 -0.0055 0.0321 0.0192
H -10.6105 1.9438 -4.0806 0.0046 -0.0303 0.0018
H -9.9387 -0.2472 -4.6410 0.0733 0.1043 0.0557
C -0.0979 -0.2971 -0.5602 -0.0390 -0.0251 0.0262
O -0.3309 0.9824 -1.1121 0.0572 -0.0166 -0.0676
C 0.2375 2.0334 -0.3591 -0.0517 -0.0163 0.0567
C 1.5491 2.5103 -0.9443 0.0234 0.0315 -0.0523
O 2.5664 1.5202 -0.8846 -0.0159 -0.0269 0.0251
C 2.7410 0.8202 -2.1036 0.0202 -0.0195 0.0285
H -0.4364 -1.0351 -1.2855 -0.0352 0.0289 -0.0128
H 0.9612 -0.4562 -0.3539 0.0050 -0.0493 0.0066
H -0.6587 -0.4358 0.3702 0.0153 0.0104 0.0153
H 0.3935 1.7186 0.6799 -0.0143 0.0104 0.0030
H -0.4740 2.8646 -0.3589 0.0118 0.0114 -0.0097
H 1.8998 3.3769 -0.3759 -0.0058 -0.0001 0.0103
H 1.3887 2.8252 -1.9813 0.0075 0.0077 0.0057
H 3.1770 1.4648 -2.8726 -0.0164 -0.0002 -0.0134
H 1.7984 0.4114 -2.4742 -0.0022 -0.0010 -0.0057
H 3.4340 0.0019 -1.9074 0.0054 0.0028 -0.0054
C 2.8823 -1.8558 1.2741 0.0084 0.0081 0.0142
O 1.5643 -2.2212 1.6392 0.0130 0.0537 -0.0281
C 1.4966 -3.2975 2.5537 0.0293 -0.0282 -0.0291
C 1.2390 -2.8181 3.9649 -0.0464 0.0109 0.0776
O 2.3115 -2.0366 4.4635 0.0308 0.0076 -0.0415
C 2.0688 -0.6426 4.4212 0.0041 0.0031 -0.0185
H 2.8206 -0.9166 0.7258 0.0057 0.0023 -0.0015
H 3.5171 -1.7154 2.1530 0.0023 0.0078 -0.0031
H 3.3348 -2.6164 0.6271 -0.0021 -0.0119 0.0142
H 2.4231 -3.8828 2.5251 -0.0087 -0.0065 0.0033
H 0.6736 -3.9498 2.2461 -0.0008 -0.0015 -0.0029
H 1.1204 -3.6836 4.6256 0.0008 0.0005 0.0039
H 0.3066 -2.2445 3.9926 -0.0031 -0.0106 0.0017
H 1.3026 -0.3557 5.1496 -0.0141 -0.0073 -0.0103
H 1.7519 -0.3188 3.4268 0.0074 0.0078 0.0004
H 3.0032 -0.1465 4.6785 -0.0040 0.0025 0.0139
C 3.6404 -5.8958 9.9026 0.0067 0.0144 -0.0055
O 3.5603 -6.7411 8.7724 0.0216 0.0056 -0.0287
C 2.2420 -6.9203 8.2867 -0.0273 -0.0052 0.0586
C 1.9431 -6.0400 7.0922 0.0077 0.0098 -0.0732
O 1.9566 -4.6655 7.4241 -0.0032 -0.0012 0.0537
C 3.1452 -3.9957 7.0374 -0.0007 -0.0020 -0.0122
H 4.6970 -5.7187 10.0959 0.0004 -0.0093 0.0114
H 3.1406 -4.9398 9.7285 0.0062 0.0050 0.0046
H 3.1955 -6.3730 10.7832 -0.0165 0.0013 -0.0063
H 1.5138 -6.7169 9.0800 -0.0003 -0.0135 -0.0031
H 2.1367 -7.9683 7.9909 0.0002 -0.0008 -0.0093
H 0.9441 -6.2858 6.7180 -0.0008 -0.0057 -0.0017
H 2.6643 -6.2477 6.2936 -0.0078 -0.0033 -0.0003
H 3.2046 -3.8976 5.9503 0.0333 -0.0064 0.0056
H 4.0350 -4.5125 7.4071 -0.0036 0.0009 0.0142
H 3.1015 -2.9959 7.4647 -0.0069 0.0064 -0.0133
C 6.6958 2.5689 -7.3269 0.0071 -0.0083 0.0041
O 6.3458 3.6168 -6.4459 0.0193 -0.0022 0.0372
C 4.9642 3.6577 -6.1298 -0.0162 -0.0049 -0.0597
C 4.6703 3.0455 -4.7785 -0.0084 0.0070 0.0678
O 4.9586 1.6582 -4.7512 0.0146 0.0000 -0.0813
C 6.1755 1.3402 -4.1072 -0.0129 -0.0044 0.0249
H 7.7830 2.5471 -7.3834 0.0006 0.0061 -0.0135
H 6.3337 1.6017 -6.9690 0.0083 -0.0037 -0.0015
H 6.2939 2.7467 -8.3308 -0.0162 -0.0030 0.0049
H 4.3823 3.1401 -6.9000 -0.0045 0.0126 0.0011
H 4.6544 4.7064 -6.1191 0.0012 0.0029 0.0039
H 3.6060 3.1729 -4.5579 -0.0020 0.0017 -0.0018
H 5.2410 3.5683 -4.0032 -0.0104 0.0037 -0.0006
H 6.1027 1.5050 -3.0261 0.0023 0.0177 -0.0014
H 7.0067 1.9312 -4.5010 0.0060 -0.0085 -0.0033
H 6.3674 0.2839 -4.2885 -0.0023 -0.0046 0.0142
```
Positions in Å, forces in eV/Å.

Its HOMO energy is -1.57 eV. Its spin multiplicity is 1. Its maximum force is 0.3 eV Å⁻¹. Its HOMO-LUMO gap is 3.5 eV. Its net charge is -1. The energy above the lowest of the compared OMol25 structures with the same formula, charge and spin comes out at 0.0 kcal/mol.